BrH52O26 | wB97M-V/def2-TZVPD

The geometry in ORCA input format:
```
! wB97M-V def2-TZVPD RIJCOSX def2/J DEFGRID3
* xyz -1 1
Br -0.28421 -0.40121 -0.37504
O -3.92238 0.83617 -3.25992
H -3.17977 1.43977 -3.28074
H -3.62075 0.06778 -3.74449
O -1.88150 2.42484 -3.85949
H -1.18699 2.91267 -3.41688
H -2.03686 2.91025 -4.66972
O 2.29643 0.41621 -2.14729
H 1.61137 0.08391 -1.56721
H 1.83036 0.68841 -2.93780
O 2.88546 -2.38996 3.84415
H 2.98133 -1.44149 3.93039
H 2.17055 -2.50293 3.21775
O 0.63246 2.77211 -1.39754
H 0.55782 1.90987 -0.98865
H -0.14905 3.24323 -1.10853
O -0.66434 2.57799 3.19864
H -0.65739 2.89505 4.10178
H -1.51999 2.84002 2.85889
O 4.08070 0.80307 1.03755
H 3.25460 1.28473 1.07972
H 3.83154 -0.11234 1.16479
O 0.84917 0.98373 -4.54600
H 0.40181 0.15864 -4.35803
H 0.40136 1.32898 -5.31834
O -0.43837 -4.52864 -3.40192
H -0.33926 -3.57658 -3.40060
H -0.19458 -4.79653 -2.51589
O 1.16869 3.75249 -3.93027
H 0.45313 4.27149 -3.56305
H 1.35050 3.08938 -3.26434
O -0.10967 -0.52599 5.18243
H 0.45972 0.21151 4.96307
H -0.63584 -0.66542 4.39507
O -3.42112 -0.03072 0.24392
H -3.53955 0.88978 0.00966
H -2.52555 -0.23379 -0.02617
O -0.45891 -1.32197 -3.58963
H -1.34555 -1.16626 -3.91497
H -0.48568 -1.03960 -2.67542
O 4.36289 -1.72901 1.56148
H 3.59919 -2.16027 1.17807
H 4.80043 -2.41699 2.06294
O -0.35107 -3.79703 -0.55459
H -0.43719 -4.13686 0.33610
H -0.59216 -2.87342 -0.48342
O 1.36676 1.27316 2.03410
H 0.96590 0.88666 1.25554
H 0.66599 1.78781 2.43447
O 2.67334 0.44375 4.28871
H 3.11080 1.16556 4.74022
H 2.29243 0.84497 3.50758
O 2.02910 -2.57571 0.76206
H 2.02683 -3.13477 -0.01491
H 1.37030 -1.90616 0.57786
O -5.96037 -0.91610 -0.63729
H -5.21222 -0.51252 -0.19727
H -5.58678 -1.32888 -1.41593
O -1.48119 -0.73792 2.82121
H -1.19935 -0.57489 1.92109
H -2.34836 -0.33658 2.87758
O -0.91902 -3.37278 3.68730
H -0.17896 -3.94599 3.48738
H -0.73435 -2.56593 3.20655
O -3.60381 2.66289 -0.85209
H -4.48302 2.87806 -0.54076
H -3.54691 3.07508 -1.71412
O 4.54823 -2.56751 -1.56472
H 5.38634 -2.85428 -1.20199
H 4.34574 -1.76023 -1.09192
O -3.66637 -3.15391 2.57866
H -3.50870 -4.00892 2.17823
H -2.84555 -2.94207 3.02320
O -1.35737 3.84466 0.42894
H -1.82408 3.21192 -0.11700
H -1.70033 4.69576 0.15648
O 3.29045 3.44435 -0.68667
H 3.72623 2.76969 -1.20741
H 2.35642 3.26551 -0.79548
*
```



C3H6BrN2O | wB97M-V/def2-TZVPD

Computed properties:
- SMILES = [H]/N=C/C/[N+](O)=C/Br

The geometry in ORCA input format:
```
! wB97M-V def2-TZVPD RIJCOSX def2/J DEFGRID3
* xyz 1 1
C 1.61791 -0.32784 -0.63730
C -0.68068 -0.74318 -0.01551
C -1.60337 0.49526 -0.24574
N 0.67785 -0.33697 0.28115
N -1.07669 1.60829 -0.00044
O 0.79929 -0.04383 1.56234
Br 3.35255 0.05316 -0.16728
H -1.12445 -1.42129 0.89681
H -0.86352 -1.22086 -0.87377
H 1.46202 -0.46267 -1.63513
H -2.62554 0.10403 -0.65286
H -1.71851 2.35857 -0.22011
H 1.78313 -0.06268 1.70782
*
```



C20H27HgN2O2PS2 | wB97M-V/def2-TZVPD

The geometry in ORCA input format:
```
! wB97M-V def2-TZVPD RIJCOSX def2/J DEFGRID3
* xyz 0 1
C 4.70925 -0.83297 -1.72828
C 4.25900 -1.50048 -0.59088
C 2.98114 -1.21773 -0.08248
C 2.15418 -0.33360 -0.75802
C 2.60646 0.34901 -1.88603
C 3.88204 0.07732 -2.38898
C 2.59005 -1.89109 1.21351
C 1.77607 -1.08939 2.22703
N 2.03697 0.35364 2.32320
Hg 0.11682 -0.23483 -0.07483
C 1.72086 1.33997 -2.59754
P 0.42610 1.89877 -1.42377
H 4.88745 -2.22783 -0.06646
H 4.20233 0.58960 -3.30001
H 5.69940 -1.05282 -2.12401
H 1.19872 0.84784 -3.43382
H 2.28272 2.19925 -2.99417
H 1.96271 -2.77621 1.01677
H 3.48561 -2.21319 1.76478
H 0.68649 -1.25445 1.99521
C -0.86544 2.71197 -2.39590
C 1.23989 3.13268 -0.36681
H 1.94372 -1.54988 3.22742
C 3.40262 0.80220 1.97437
C 1.71173 0.82399 3.68976
H -3.72204 2.53328 1.26410
H 3.87056 1.30958 2.83194
H 4.08857 -0.02388 1.73551
H 3.40970 1.52326 1.14055
H 2.60756 1.21737 4.20163
H 0.93756 1.60416 3.69400
H 1.38003 -0.02484 4.30505
H 1.48439 4.04179 -0.93609
H 0.55328 3.38238 0.45414
H 2.15183 2.72469 0.08426
H -0.46322 3.17050 -3.31487
H -1.65157 1.98694 -2.65011
H -1.34074 3.48697 -1.77671
H -3.11265 2.28913 1.68187
O -2.77530 -1.28668 -3.15687
S -3.11866 -0.56512 -1.95639
O -3.34255 0.86461 -2.01544
N -1.97907 -0.90463 -0.73251
C -2.43665 -1.68904 0.25322
S -1.37534 -2.23017 1.42260
C -3.85874 -1.93268 0.15096
C -4.72975 -2.51107 1.08046
C -6.09859 -2.54145 0.82138
C -6.60254 -1.95740 -0.35126
C -5.74121 -1.33014 -1.26057
C -4.37790 -1.35458 -1.00857
H -4.29961 -2.92256 1.99123
H -6.78398 -3.00576 1.53270
H -7.67160 -1.97942 -0.55155
H -6.09869 -0.82703 -2.15471
*
```



C4H5N3S | wB97M-V/def2-TZVPD

Computed properties:
- SMILES = Sc1nc2n(n1)CC2

The geometry in ORCA input format:
```
! wB97M-V def2-TZVPD RIJCOSX def2/J DEFGRID3
* xyz 0 1
C -1.76298 -0.09138 -0.21959
C 0.18464 -0.76676 -0.42194
C 1.55947 -0.85129 0.15350
C 1.52249 0.71467 0.08710
H -3.63584 1.09969 0.38818
H 1.61047 -1.20997 1.20794
H 2.30557 -1.43503 -0.40192
H 1.40724 1.20276 1.05846
H 2.23650 1.14788 -0.61329
N -1.02620 -1.22182 -0.39167
N 0.18627 0.54051 -0.52281
N -1.05537 1.02953 -0.32909
S -3.53226 -0.15880 0.00513
*
```



C5H6EuO2 | wB97M-V/def2-TZVPD

The geometry in ORCA input format:
```
! wB97M-V def2-TZVPD RIJCOSX def2/J DEFGRID3
* xyz 0 8
C -0.59150 0.35952 1.72447
C -0.40768 0.21775 0.52290
C -0.64170 0.13073 -0.92316
C -1.07079 -1.24969 -1.34951
O -1.91902 -1.46404 -2.18875
Eu -4.15134 -0.30328 -3.53522
H -0.94374 0.53977 2.72608
H 0.30707 0.33420 -1.45185
H -1.37493 0.87433 -1.26396
H -0.53592 -2.09668 -0.87629
C 2.34303 0.22157 1.78785
O 3.24878 1.16289 1.66790
H 2.90501 -0.73649 1.70858
H 2.83274 2.00943 1.45097
*
```



C10H13NS | wB97M-V/def2-TZVPD

Computed properties:
- SMILES = CN1CC=C(c2ccsc2)CC1

The geometry in ORCA input format:
```
! wB97M-V def2-TZVPD RIJCOSX def2/J DEFGRID3
* xyz 0 1
C -1.84219 2.91009 -0.81737
C 0.00193 1.52813 -1.13361
C 0.21134 0.05487 -1.24711
C 0.21529 -0.56823 0.18127
C -0.61447 -0.08866 1.05991
C -1.63832 1.04873 0.71150
C 1.18846 -1.53475 0.47380
C 1.61299 -2.30809 1.79886
C 2.30988 -3.49469 1.48931
C 1.71653 -2.19188 -0.63399
H -2.88145 2.78576 -0.46773
H -1.78304 3.29931 -1.82110
H -1.22982 3.71632 -0.04130
H -0.10763 1.95700 -2.04664
H 0.96832 2.03343 -0.73526
H 1.13574 -0.29906 -1.92930
H -0.63337 -0.27287 -1.73234
H -0.65021 -0.34860 2.11199
H -1.55672 1.71392 1.83309
H -2.66781 0.68336 0.79789
H 1.30324 -2.12865 2.76854
H 2.35691 -4.41372 2.07840
H 1.26948 -2.19032 -1.84415
N -1.26576 1.72314 -0.62526
S 2.58069 -3.61455 -0.22940
*
```



no.,calculated total energy (eV),maximum force (eV/Å)
1,-124128.0085,1.3
2,-78267.7551,5.7
3,-63384.1973,1.7
4,-19532.4149,2.6
5,-28696.7219,3.1
6,-22901.2205,6.2